13
Properties=species:S:1:pos:R:3 method="wB97M-V/def2-TZVPD" max_force_ha_per_bohr=0.1195 e_above_lowest_kcal_mol=71.24 homo_lumo_gap_ev=11.1 molar_mass_da=108.09
C -0.16725 0.19302 -0.05552
C -0.38165 0.62929 -1.42082
C 0.78635 1.02120 0.75481
C -0.32447 -1.73008 0.57646
O -1.41292 0.65093 -0.51281
F -0.55779 -0.11048 -2.61630
F 0.13139 1.78441 -1.85500
H 1.71136 0.67273 0.48026
H 0.50662 0.78026 1.88592
H 0.64507 2.02299 0.64980
H -0.85665 -1.46893 1.49724
H 0.69247 -2.05113 0.78087
H -0.77254 -2.39420 -0.16489

***

48
Properties=species:S:1:pos:R:3 method="wB97M-V/def2-TZVPD" max_force_ha_per_bohr=0.0406 e_above_lowest_kcal_mol=45.77 homo_lumo_gap_ev=10.4 smiles=BrCCBr.BrCCBr.BrCCBr.BrCCBr.BrCCBr.BrCCBr molar_mass_da=1127.17
Br -15.15147 21.16169 4.33333
C -13.16644 21.23156 4.60466
C -12.74915 20.31925 5.81678
Br -10.77758 20.41083 5.99544
H -12.83021 22.26498 4.68893
H -12.75237 20.85730 3.66840
H -13.13577 19.30058 5.78595
H -13.13171 20.83321 6.69859
Br -17.73346 26.40982 1.81424
C -17.66117 24.75064 0.75877
C -16.87104 24.95196 -0.50567
Br -16.59236 23.23932 -1.41616
H -18.72443 24.65065 0.54067
H -17.20261 23.95563 1.34681
H -15.92259 25.46115 -0.33450
H -17.33343 25.64320 -1.21027
Br -13.71643 27.43056 -4.07053
C -13.22667 26.87627 -5.85998
C -11.86141 27.43262 -6.18715
Br -12.12549 29.25250 -6.83089
H -13.98492 27.24157 -6.55259
H -13.19552 25.78799 -5.91263
H -11.47299 26.79347 -6.98007
H -11.15561 27.39661 -5.35730
Br -19.80250 28.87089 -3.06207
C -19.90051 30.76905 -2.49026
C -21.29611 31.40071 -2.58210
Br -21.86139 31.67440 -4.51131
H -19.15295 31.38249 -2.99319
H -19.64231 30.82308 -1.43266
H -21.41645 32.38051 -2.11990
H -22.00174 30.70924 -2.12159
Br -12.09906 21.68888 -7.20284
C -11.71705 20.70933 -5.45283
C -13.00319 20.42876 -4.70323
Br -14.07483 19.10268 -5.79105
H -11.09310 21.30238 -4.78420
H -11.28815 19.71772 -5.59725
H -13.61889 21.26405 -4.36957
H -12.63818 19.92332 -3.80913
Br -25.19113 25.38427 7.20419
C -23.29064 25.31659 6.42007
C -23.35094 24.57879 5.02998
Br -21.59337 24.19125 4.25967
H -22.57527 24.75969 7.02522
H -23.12290 26.39171 6.35619
H -23.84928 25.24664 4.32733
H -23.91991 23.65290 5.11420

***

19
Properties=species:S:1:pos:R:3 method="wB97M-V/def2-TZVPD" max_force_ha_per_bohr=0.0872 e_above_lowest_kcal_mol=0.00 charge=+1 homo_lumo_gap_ev="8.7 / 5.7" multiplicity=3 molar_mass_da=170.22
C 2.48372 -0.20040 0.85461
C 2.91896 0.84895 1.52123
C -1.18480 -1.07195 0.72487
C 1.01398 -0.30872 0.40139
C -2.71627 0.33131 -2.66755
N 1.97713 1.80082 1.85231
N 1.04998 1.91410 1.01748
N -1.45425 -0.65419 -0.46128
N 0.56109 1.17672 0.21087
N 0.13261 -1.11852 1.13728
S -2.93360 -0.44965 -1.03439
H 2.98511 -1.03490 0.62444
H 3.93779 0.83964 1.78066
H -2.00616 -1.48942 1.31470
H 1.06678 -0.43781 -0.68459
H -3.72920 0.89553 -2.88063
H -2.56837 -0.50064 -3.30704
H -1.85004 0.94165 -2.46973
H 0.31552 -1.48252 2.06538

***

45
Properties=species:S:1:pos:R:3 method="wB97M-V/def2-TZVPD" max_force_ha_per_bohr=0.2053 e_above_lowest_kcal_mol=159.09 homo_lumo_gap_ev=8.3 molar_mass_da=270.22
H -0.48465 -0.57413 -0.33282
H 0.92069 -0.85847 -0.55960
H -1.94280 3.29359 0.20093
H -1.63292 4.74246 -0.16807
H -1.29262 -1.43133 -3.07661
H -1.03393 -2.87370 -2.82218
H -1.38416 0.35732 3.54154
H 0.14169 0.33693 3.61129
H -0.02329 3.01035 2.64487
H -0.05113 3.15286 1.10336
H -2.33352 -1.24145 -0.39654
H -3.54840 -1.11975 0.48883
H 5.66351 -2.89804 0.25880
H 4.74137 -1.88614 -0.44760
H -2.97622 -3.82430 0.66249
H -4.40287 -3.99855 1.24292
H 2.75555 -3.57581 0.51107
H 1.83587 -2.64439 -0.28375
H 0.85812 3.53891 -1.78129
H 2.18565 3.73295 -1.30494
H 3.53902 2.70087 -2.33154
H 2.43161 1.65719 -2.19416
H -4.11936 0.89979 0.44508
H -3.63794 2.20509 1.08501
H 1.04160 -1.95579 2.52007
H 1.16106 -0.49746 2.40325
H 5.34921 0.44898 0.31836
H 4.00005 0.56310 0.70739
H -3.00515 0.06614 -2.56996
H -4.38683 -0.49656 -2.27315
O 0.02570 -1.20440 -0.74687
O -2.14278 4.20980 0.44986
O -1.25844 -2.29964 -3.46728
O -0.65316 -0.04689 4.01485
O 0.49299 2.96378 1.82372
O -3.26061 -1.01901 -0.46077
O 4.96180 -2.26315 0.41748
O -3.84505 -3.62385 0.52703
O 1.99632 -3.59278 -0.07836
O 1.68900 3.03174 -1.64097
O 2.86288 2.15859 -2.79425
O -3.55033 1.25034 1.09060
O 1.65378 -1.29279 2.07539
O 4.53485 0.50945 -0.10671
O -3.87616 0.38812 -2.30679

***

24
Properties=species:S:1:pos:R:3 method="wB97M-V/def2-TZVPD" max_force_ha_per_bohr=0.0550 e_above_lowest_kcal_mol=55.66 homo_lumo_gap_ev=8.7 smiles="C=C(C)CCC.O.O" molar_mass_da=120.19
C 1.45715 -2.28722 -1.15647
C 0.35786 -1.35780 -1.74492
C -0.83042 -0.97811 -0.80356
C -0.24273 -0.03908 0.22932
C -0.04056 -0.48958 1.47633
C 0.34135 1.21908 -0.32261
H 2.53352 -1.95410 -1.21297
H 1.52076 -3.18795 -1.66263
H 1.34227 -2.47172 -0.09744
H 0.95061 -0.48024 -1.98597
H -0.13712 -1.65881 -2.68840
H -1.56855 -0.55771 -1.43755
H -1.29135 -1.87471 -0.41710
H 0.43491 0.03378 2.25980
H -0.03694 -1.51075 1.74841
H 1.40567 1.14702 -0.30009
H 0.00041 1.50251 -1.37428
H 0.03161 2.09997 0.15126
H -3.01448 2.05695 0.18309
H -1.71128 2.36845 0.58340
O -2.29091 1.56118 0.60912
H -0.48151 2.27825 2.46841
H 0.84541 2.66757 2.95839
O 0.42433 1.91301 2.53645

***

8
Properties=species:S:1:pos:R:3 method="wB97M-V/def2-TZVPD" max_force_ha_per_bohr=0.0612 e_above_lowest_kcal_mol=74.41 homo_lumo_gap_ev="7.9 / 7.9" molar_mass_da=106.99
C -1.07547 0.84330 -1.07211
N 0.06268 0.07605 1.77336
O -1.53142 1.60129 -1.93380
P 0.61594 1.12586 -0.40070
P 0.85567 -0.75312 0.78037
H -1.76085 0.25536 -0.42655
H 0.85317 -1.85377 -0.00480
H 1.98028 -1.29497 1.28423

***

22
Properties=species:S:1:pos:R:3 method="wB97M-V/def2-TZVPD" max_force_ha_per_bohr=0.0830 e_above_lowest_kcal_mol=140.45 homo_lumo_gap_ev="9.0 / 6.4" multiplicity=2 molar_mass_da=116.18
C -2.30733 -0.82480 -0.57063
C -3.05334 0.49387 -0.34731
C -1.35248 -0.80699 0.61527
N -0.62291 0.41164 0.88818
C 1.58116 1.66555 0.43255
C 0.84269 0.39512 0.01640
C 1.91294 -0.73070 -0.65241
O 3.20190 -0.60760 -0.22484
H -1.75923 -0.79287 -1.53239
H -2.91015 -1.74218 -0.47552
H -3.82234 0.73738 -1.10146
H -3.48546 0.52621 0.66363
H -2.27047 1.27084 -0.35633
H -2.05291 -1.00276 1.43435
H -0.68842 -1.74493 0.61451
H 0.66503 -0.17730 1.05145
H 1.25570 2.66922 0.18890
H 1.91161 1.53899 1.48075
H 2.47713 1.40694 -0.16181
H 0.39705 0.52590 -1.00875
H 1.44356 -1.71882 -0.38735
H 1.84222 -0.66961 -1.79177

***

99
Properties=species:S:1:pos:R:3 method="wB97M-V/def2-TZVPD" max_force_ha_per_bohr=0.0226 charge=-1 homo_lumo_gap_ev=7.0 molar_mass_da=811.00
Al -0.16130 -0.25395 -0.63390
C -0.02304 3.94645 1.14815
C -0.75582 2.69053 1.52982
N -0.08107 1.78017 2.13331
N -0.57641 0.75773 2.82065
C -0.81150 -0.47823 2.65705
S -0.77214 -1.60265 1.34276
S -1.20738 -1.33509 4.23385
C -3.00098 -1.05914 4.38091
C -3.44860 0.29649 4.87913
C -4.79158 0.63545 4.74229
C -5.27749 1.83172 5.24382
C -4.42082 2.72359 5.86906
C -3.07943 2.40109 5.99768
C -2.59768 1.19194 5.51694
C -2.17745 2.55470 1.13272
C -3.17554 3.45677 1.46955
C -4.48991 3.24814 1.08080
C -4.82606 2.08766 0.39796
C -3.85000 1.17374 0.04919
C -2.50586 1.42550 0.34610
O -1.55893 0.67048 -0.14145
H 0.89416 4.03341 1.72879
H 0.23950 3.93391 0.08602
H -0.65670 4.81759 1.32415
H -3.43837 -1.29078 3.40749
H -3.33047 -1.81492 5.09783
H -5.46200 -0.04878 4.23475
H -6.32752 2.07117 5.13413
H -4.79633 3.66905 6.24258
H -2.39993 3.09447 6.47873
H -1.55225 0.94320 5.62559
H -2.92473 4.33247 2.05692
H -5.25041 3.97935 1.32376
H -5.85774 1.89743 0.12390
H -4.08663 0.26206 -0.48125
O -0.40608 -0.22444 -2.38298
C -1.00220 0.79168 -3.10016
C -0.65629 2.20825 -2.47495
C 0.73199 2.29158 -1.93109
C 1.64862 3.19215 -2.46507
C 2.94112 3.22130 -1.97271
C 3.29034 2.34020 -0.96583
C 2.32605 1.47984 -0.45385
C 2.66620 0.44426 0.56300
C 2.62531 -0.94706 -0.16968
O 1.33032 -1.16227 -0.57743
C 3.58124 -0.88269 -1.36392
C 4.93615 -0.61165 -1.18561
C 5.79320 -0.56702 -2.27282
C 5.30895 -0.79835 -3.55380
C 3.96257 -1.07461 -3.73561
C 3.10323 -1.11625 -2.64488
C 3.04674 -2.08015 0.78139
C 2.61285 -2.10107 2.10278
C 2.90338 -3.17546 2.93006
C 3.63419 -4.25137 2.45040
C 4.06380 -4.24800 1.13294
C 3.76850 -3.17350 0.30629
N 1.06936 1.48245 -0.91566
C -2.52617 0.64325 -3.13558
C -3.37679 1.70787 -3.42054
C -4.75204 1.53184 -3.45238
C -5.30250 0.28351 -3.20724
C -4.46367 -0.78625 -2.93276
C -3.08860 -0.60582 -2.90148
C -0.43732 0.77550 -4.53425
C 0.94709 0.79386 -4.69631
C 1.51939 0.80053 -5.95716
C 0.71533 0.76836 -7.08810
C -0.66082 0.72158 -6.93998
C -1.23420 0.73031 -5.67420
H -1.36308 2.35715 -1.65989
H -0.80333 2.98457 -3.22514
H 1.34202 3.86131 -3.25720
H 3.66742 3.91257 -2.38144
H 4.29839 2.30682 -0.57727
H 1.88349 0.41922 1.32098
H 3.63484 0.63790 1.02175
H 5.32775 -0.45917 -0.18623
H 6.84721 -0.36642 -2.12131
H 5.98270 -0.77752 -4.40174
H 3.57904 -1.27214 -4.72929
H 2.04977 -1.33576 -2.76499
H 2.01918 -1.28931 2.49930
H 2.54233 -3.17478 3.95079
H 3.85791 -5.09229 3.09540
H 4.62522 -5.08630 0.73781
H 4.09325 -3.19513 -0.72468
H -2.97173 2.69098 -3.62305
H -5.39530 2.37473 -3.67359
H -6.37637 0.14378 -3.23106
H -4.88024 -1.76659 -2.73450
H -2.42991 -1.43192 -2.67058
H 1.57831 0.78757 -3.82041
H 2.59770 0.82660 -6.05987
H 1.15859 0.76985 -8.07619
H -1.29527 0.67164 -7.81689
H -2.31102 0.69580 -5.58214